Record 1
C4H7Cl in the gas phase in a non-equilibrium geometry. Source: the OMol25 dataset; level of theory: the ωB97M-V functional and the def2-TZVPD basis.

Structure (ORCA input):
```
! RIJCOSX wB97M-V def2-TZVPD def2/J DEFGRID3
* xyz 0 1
C -0.2406 1.3588 -0.0874
C 0.0158 -0.2123 0.0353
C 1.3674 -0.7112 0.0810
C -1.0418 -1.0391 -0.1637
Cl -2.7454 -0.2001 0.0579
H 0.1516 1.9962 0.8251
H 0.0158 1.9004 -1.1471
H -1.3240 1.4644 0.1417
H 1.1805 -1.8233 -0.0713
H 2.0597 -0.3956 -0.5916
H 1.6842 -0.1585 1.0949
H -1.1231 -2.1799 -0.1748
*
```

The value obtained for the HOMO energy is -9.31 eV. Its energy relative to the best compared isomer or geometry (same formula, charge and spin) is 43.7 kcal per mole. The lowest unoccupied orbital energy comes out at 0.95 eV. The value obtained for the HOMO-LUMO gap is 0.377 Eh. The strongest force on any atom is 4.6 eV/A. Its SMILES is CC(C)=CCl.

---

Record 2
2 unconnected molecules or ions with the total composition C8H16N2 in a non-equilibrium geometry. Source: the OMol25 dataset; level of theory: the ωB97M-V functional and the def2-TZVPD basis.

Structure (ORCA input):
```
! RIJCOSX wB97M-V def2-TZVPD def2/J DEFGRID3
* xyz 0 3
C -2.4480 0.9926 -1.4980
C 1.1012 1.2461 -0.2866
C -1.7230 0.5554 -0.5309
C 0.5264 2.6181 -0.0012
C -3.1400 -1.2258 0.8221
C 3.6888 -0.8282 0.7927
C 2.0946 -1.3201 -1.0928
C -1.7989 -0.4070 0.5604
N 2.2519 0.8559 -0.0338
N 2.8193 -0.3475 -0.3242
H -2.2219 1.8552 -2.0793
H -3.4985 0.6113 -1.6687
H 1.1956 3.2648 0.6211
H -0.4593 2.4153 0.3959
H 0.4892 3.0799 -0.9816
H -3.6500 -1.2273 -0.1373
H -3.7376 -0.8990 1.5810
H -2.8812 -2.1720 1.1247
H 3.8829 0.0076 1.3512
H 3.2023 -1.4953 1.5566
H 4.6374 -1.1617 0.3830
H 1.4856 -0.8354 -1.8264
H 2.7800 -2.0360 -1.4361
H 1.4811 -1.8684 -0.3438
H -0.8984 -1.1572 0.4831
H -1.3996 -0.0435 1.4899
*
```

The value obtained for the HOMO energy (alpha / beta) is -7.13 / -7.92 eV. Its energy relative to the best compared isomer or geometry (same formula, charge and spin) is 30.7 kcal per mole. The lowest unoccupied orbital energy (alpha / beta) comes out at 0.96 / -0.44 eV. The value obtained for the HOMO-LUMO gap (alpha / beta) is 0.297 / 0.275 Eh. The strongest force on any atom is 4.2 eV/A.

---

Record 3
A molecular structure, C28H44BrNOP2Zn in a non-equilibrium geometry. Source: the OMol25 dataset; level of theory: the ωB97M-V functional and the def2-TZVPD basis.

Structure (ORCA input):
```
! RIJCOSX wB97M-V def2-TZVPD def2/J DEFGRID3
* xyz 2 1
C -3.9044 -5.9496 5.1067
C -3.8227 -6.2093 3.7036
C -4.2841 -7.4917 3.2870
C -4.7655 -8.3878 4.2491
N -4.8301 -8.1218 5.5441
C -4.4090 -6.9345 5.9544
C -3.2757 -5.2520 2.7783
C -2.6780 -4.3398 2.1550
C -1.3613 -3.6299 2.0430
C -1.2381 -2.2356 2.3346
C 0.0325 -1.6468 2.2903
C 1.1469 -2.4126 1.9991
C 1.0217 -3.7584 1.6058
C -0.2229 -4.3431 1.5654
Zn -2.4691 -3.3604 0.4183
P -2.3497 -0.1344 -1.7620
H -4.2734 -7.8229 2.2440
H -3.5804 -5.0060 5.5606
H -5.1215 -9.3770 3.9749
H -4.4840 -6.7752 7.0299
H -0.3506 -5.3098 1.0859
H -2.1346 -1.6097 2.4817
H 1.8780 -4.3063 1.2774
H 0.1554 -0.5706 2.4002
C -1.9336 1.1849 -3.0007
C -2.9081 1.5326 -4.1208
H -0.9427 0.8969 -3.3917
H -1.7478 2.0583 -2.3542
H -2.4500 2.3314 -4.7128
H -3.0927 0.6778 -4.7805
H -3.8550 1.9300 -3.7326
C -3.9431 -0.8511 -2.3623
C -5.0185 -1.1166 -1.3051
H -3.6660 -1.7674 -2.9226
H -4.2972 -0.1484 -3.1329
H -5.5551 -2.0394 -1.5622
H -4.6087 -1.1997 -0.2930
H -5.7605 -0.3066 -1.3051
C -2.9311 0.9866 -0.4435
C -4.0025 1.9791 -0.8264
H -2.0165 1.5037 -0.1433
H -3.2292 0.3572 0.3945
H -4.4434 2.3816 0.0918
H -3.6011 2.8350 -1.3795
H -4.8295 1.5570 -1.4020
Br 2.6710 -1.5965 1.4228
P 0.0383 -3.9025 -3.4885
C -1.1537 -2.5946 -3.9059
C -1.4439 -2.4517 -5.4246
H -0.7446 -1.6632 -3.4903
H -2.0762 -2.8193 -3.3509
H -2.4069 -1.9447 -5.6100
H -0.6742 -1.8707 -5.9582
H -1.4833 -3.4241 -5.9416
C 1.5976 -3.0803 -3.1842
C 2.8200 -3.8426 -3.6829
H 1.6509 -2.9071 -2.1120
H 1.5430 -2.1139 -3.6791
H 3.7253 -3.2460 -3.5393
H 2.9535 -4.7875 -3.1525
H 2.7546 -4.0741 -4.7504
C -0.2313 -4.8967 -1.9839
C -0.6718 -6.2834 -2.4986
H -0.9835 -4.4921 -1.2775
H 0.7191 -4.9528 -1.4248
H -0.7895 -7.0367 -1.7012
H -1.6327 -6.1905 -3.0263
H 0.0488 -6.6715 -3.2338
C 0.8125 3.9950 0.9714
C 1.0746 2.5784 0.5097
C 2.4214 1.9835 0.7909
O 0.1881 1.9219 -0.0406
H 1.6068 4.3774 1.6212
H -0.1522 4.0484 1.4987
H 0.7319 4.6264 0.0711
H 2.3062 0.9743 1.2201
H 2.9641 1.9057 -0.1609
H 3.0134 2.5858 1.4839
*
```

The value obtained for the HOMO energy (alpha / beta) is -12.98 / -12.80 eV. The lowest unoccupied orbital energy (alpha / beta) comes out at -7.54 / -8.66 eV. The value obtained for the HOMO-LUMO gap (alpha / beta) is 0.200 / 0.152 Eh. The strongest force on any atom is 3.6 eV/A.

---

Record 4
2 unconnected molecules or ions with the total composition C17H36NO4 in a non-equilibrium geometry. Source: the OMol25 dataset; level of theory: the ωB97M-V functional and the def2-TZVPD basis.

Structure (ORCA input):
```
! RIJCOSX wB97M-V def2-TZVPD def2/J DEFGRID3
* xyz 1 1
C 2.1725 -2.2642 3.8188
C 1.8056 -1.1012 3.3717
C 2.2054 -0.5692 2.0050
C 3.6685 -0.1133 2.1010
C 3.8532 1.0908 3.0711
C 4.3032 0.1889 0.7281
C 5.7544 0.7186 0.8216
C 6.7255 -0.2111 0.0791
C 2.0360 -1.6763 0.9387
O 0.7669 -2.2614 1.0481
C -0.2886 -1.3451 0.8580
C -0.1205 0.0253 1.5645
N 1.2869 0.5288 1.5609
H 2.2558 -3.1319 3.1814
H 2.3504 -2.3634 4.8814
H 1.1843 -0.4549 3.9893
H 4.2382 -0.9319 2.5355
H 4.7078 0.9252 3.7123
H 2.9576 1.2892 3.6601
H 4.0724 1.9798 2.4767
H 4.3182 -0.7025 0.1021
H 3.6779 0.9475 0.2347
H 6.1195 0.7946 1.8449
H 5.7869 1.7153 0.3842
H 6.6423 -1.2260 0.4644
H 6.5920 -0.1744 -0.9988
H 7.7333 0.1222 0.3259
H 2.7806 -2.4299 1.1794
H 2.2619 -1.3048 -0.0679
H -1.1662 -1.8067 1.3030
H -0.5420 -1.1692 -0.1939
H -0.7100 0.7467 1.0008
H -0.5465 -0.0309 2.5590
H 1.5843 0.8915 0.6523
H 1.3367 1.2877 2.2498
C -5.3294 0.3350 -5.3906
O -4.5032 0.0991 -4.2658
C -3.4035 0.9873 -4.1814
C -3.0597 1.2890 -2.7374
O -3.9638 2.1636 -2.0779
C -5.2662 1.6740 -1.7717
C -5.3045 0.6458 -0.6625
O -4.8013 -0.6090 -1.1005
C -4.0691 -1.2902 -0.1158
H -4.8258 0.0234 -6.3112
H -6.2354 -0.2544 -5.2644
H -5.6084 1.3916 -5.4571
H -3.6158 1.9250 -4.7061
H -2.5425 0.5012 -4.6601
H -2.1032 1.8210 -2.7367
H -2.9090 0.3698 -2.1657
H -5.7742 1.3151 -2.6666
H -5.8217 2.5477 -1.4234
H -6.3426 0.4986 -0.3415
H -4.7277 1.0183 0.1929
H -3.2986 -0.6339 0.3159
H -3.5707 -2.1360 -0.5905
H -4.7278 -1.6654 0.6747
*
```

The value obtained for the HOMO energy is -11.13 eV. Its energy relative to the best compared isomer or geometry (same formula, charge and spin) is 67.8 kcal per mole. The lowest unoccupied orbital energy comes out at -3.01 eV. The value obtained for the HOMO-LUMO gap is 0.298 Eh. The strongest force on any atom is 2.5 eV/A.

---

Record 5
A molecular structure, C33H36NO2S2Y. Source: the OMol25 dataset; level of theory: the ωB97M-V functional and the def2-TZVPD basis.

Structure (ORCA input):
```
! RIJCOSX wB97M-V def2-TZVPD def2/J DEFGRID3
* xyz 2 1
Y 1.3136 -0.4049 1.3282
C 0.6745 4.2569 -1.9946
C -0.7769 4.6170 -1.6802
C -1.5887 4.5393 -2.9819
C -0.8151 6.0510 -1.1324
C -1.3943 3.6724 -0.6534
C -2.7329 3.8754 -0.2496
C -3.3670 3.0669 0.6650
C -2.6443 2.0039 1.2066
S -3.1390 0.8000 2.3518
C -1.5975 0.0581 2.2483
N -0.7453 0.6780 1.4468
C -1.3239 1.7847 0.8310
C -0.6965 2.6160 -0.0988
C -1.2331 -1.1784 2.9629
C -2.1673 -1.8303 3.7635
C -1.8192 -3.0114 4.3997
C -0.5439 -3.5348 4.2367
C 0.3841 -2.8708 3.4388
C 0.0747 -1.6807 2.7797
H 1.0661 4.9574 -2.7317
H 0.7620 3.2544 -2.4217
H 1.3126 4.3261 -1.1104
H -1.1614 5.2127 -3.7256
H -2.6280 4.8308 -2.8322
H -1.5760 3.5275 -3.3924
H -0.3747 6.7348 -1.8589
H -0.2500 6.1323 -0.2024
H -1.8336 6.3868 -0.9400
H -3.2893 4.7007 -0.6720
H -4.3925 3.2551 0.9518
H 0.3324 2.4277 -0.3859
H -3.1647 -1.4271 3.8982
H -2.5401 -3.5205 5.0247
H -0.2729 -4.4558 4.7359
H 1.3733 -3.3092 3.3406
C 2.9410 0.7916 3.5191
C 4.1080 0.0773 2.8750
O 3.5883 -0.5620 1.6837
C 4.5483 -1.3944 0.9584
C 4.7408 -2.7402 1.6121
H 3.2487 1.3181 4.4211
H 2.1604 0.0909 3.8407
H 2.5323 1.5721 2.8591
H 4.5294 -0.6779 3.5368
H 4.8948 0.7717 2.5776
H 5.4739 -0.8212 0.8913
H 4.1359 -1.4978 -0.0451
H 5.1820 -2.6624 2.6048
H 5.4187 -3.3350 1.0003
H 3.7953 -3.2809 1.6848
O 1.2133 -1.6169 -0.4132
S 0.3607 -2.8095 -0.9760
C 0.6136 -2.7231 -2.7240
C 0.2248 -3.8417 -3.4484
C 0.3691 -3.8190 -4.8268
C 0.9091 -2.7024 -5.4503
C 1.3105 -1.6018 -4.7053
C 1.1632 -1.6014 -3.3265
C -1.3026 -2.2645 -0.7826
C -2.0895 -3.0022 0.0920
C -3.4041 -2.6013 0.2990
C -3.8916 -1.4770 -0.3466
C -3.0835 -0.7380 -1.2095
C -1.7809 -1.1348 -1.4436
H -0.1795 -4.7153 -2.9514
H 0.0710 -4.6785 -5.4108
H 1.0279 -2.6934 -6.5251
H 1.7438 -0.7428 -5.1989
H 1.4840 -0.7562 -2.7339
H -1.6874 -3.8706 0.5986
H -4.0416 -3.1716 0.9607
H -4.9174 -1.1717 -0.1865
H -3.4795 0.1337 -1.7136
H -1.1566 -0.5921 -2.1428
*
```

The value obtained for the HOMO energy is -13.52 eV. Its energy relative to the best compared isomer or geometry (same formula, charge and spin) is 2.9 kcal per mole. The lowest unoccupied orbital energy comes out at -5.56 eV. The value obtained for the HOMO-LUMO gap is 0.293 Eh. The strongest force on any atom is 0.3 eV/A.

---

Record 6
A molecular structure, C16H22ClN5O8S in a non-equilibrium geometry. Source: the OMol25 dataset; level of theory: the ωB97M-V functional and the def2-TZVPD basis.

Structure (ORCA input):
```
! RIJCOSX wB97M-V def2-TZVPD def2/J DEFGRID3
* xyz 0 1
C 4.2864 -0.8752 1.0742
C 3.7609 -0.6114 0.0175
C 3.0845 -0.2528 -1.3074
C 1.8425 0.6215 -0.9919
C 0.4624 0.1607 -1.2939
Cl 0.2506 -1.4075 -2.0747
C -0.6428 0.9575 -0.9986
C -2.1259 0.6418 -1.2803
C -2.5936 -0.8063 -0.9214
C -4.1537 -0.8259 -0.7633
C -4.6146 -0.5260 0.7062
O -3.7928 -1.1233 1.7139
C -0.3439 2.2561 -0.3845
N -1.2493 3.1954 -0.0455
S -0.4779 4.4858 0.5812
N 1.1052 3.9835 0.4971
C 1.0133 2.7760 -0.0670
C 2.1162 1.8663 -0.4156
O 3.4171 2.2669 -0.1904
H 4.4362 -0.8819 2.1557
H 3.8484 0.3110 -1.8840
H 2.7977 -1.1802 -1.8365
H -2.7143 1.3339 -0.6287
H -2.3886 0.9343 -2.3223
H -2.0452 -1.2732 -0.0800
H -2.3736 -1.4398 -1.8118
H -4.6110 -1.7535 -1.1656
H -4.5340 0.0148 -1.3959
H -5.6816 -0.8746 0.7987
H -4.5747 0.5854 0.8327
H -2.9772 -0.6084 1.7722
H 3.6673 2.8039 -0.9700
C -6.9838 -2.4716 3.4102
N -8.0036 -1.9036 2.4868
O -8.9425 -1.3141 2.9795
O -7.8176 -2.0730 1.2983
H -7.2755 -2.2464 4.4309
H -6.9541 -3.5454 3.2436
H -6.0281 -2.0092 3.1684
C 6.3523 -4.0228 3.1073
N 6.7314 -2.5885 3.2081
O 7.8070 -2.2599 2.7566
O 5.9286 -1.8465 3.7389
H 7.1561 -4.5612 2.6157
H 6.1996 -4.3928 4.1179
H 5.4358 -4.0782 2.5248
C 3.0260 3.7853 -4.9210
N 3.4270 3.1510 -3.6374
O 3.9410 3.8655 -2.7945
O 3.2131 1.9656 -3.5215
H 3.2767 4.8404 -4.8809
H 3.5733 3.2868 -5.7169
H 1.9537 3.6456 -5.0329
*
```

The value obtained for the HOMO energy is -8.61 eV. The lowest unoccupied orbital energy comes out at -0.68 eV. The value obtained for the HOMO-LUMO gap is 0.291 Eh. The strongest force on any atom is 2.2 eV/A.